An isolated molecule of C4H8N2O at a distorted geometry, computed with wB97M-V/def2-TZVPD.

Summary:
- Kohn-Sham gap: 10.56 eV
- HOMO: -0.34774 Ha
- Energy above the lowest of the compared OMol25 structures with the same formula, charge and spin: 30.9 kcal per mole
- SMILES: C[C@H]1OC=N[C@@H]1N
- Total charge: 0
- Largest force on an atom: 2.7 eV/A

```
15
Properties=species:S:1:pos:R:3:forces:R:3
C -1.212353 0.029212 -1.452659 -0.082 -0.295 -0.188
C -0.621856 -0.307953 -0.096320 -0.517 1.085 -0.853
O -0.181182 -1.662087 -0.046453 0.408 -0.307 0.225
C 0.914387 -1.600446 0.744735 1.028 0.171 0.860
N 1.436777 -0.459141 1.039727 -0.489 -2.492 -0.903
C 0.652951 0.469845 0.229113 0.001 0.665 0.693
N 0.441603 1.700110 0.958546 -0.017 0.246 -0.015
H -1.977598 -0.702231 -1.732231 0.005 0.162 0.118
H -1.662579 1.026549 -1.444994 0.104 -0.148 0.099
H -0.448939 -0.000032 -2.237578 -0.011 0.028 0.178
H -1.390852 -0.188477 0.678044 0.189 0.127 0.084
H 1.262220 -2.584913 1.088041 -0.080 0.557 -0.089
H 1.218829 0.690696 -0.684651 -0.129 0.031 0.022
H 1.351610 2.153432 1.039278 -0.266 0.054 -0.076
H 0.216982 1.435435 1.917401 -0.143 0.116 -0.154
```
Forces are in eV/Å.

A 2-piece molecular cluster, C4H8N2O overall at a distorted geometry, computed with wB97M-V/def2-TZVPD.

Summary:
- Kohn-Sham gap: 8.57 eV
- HOMO: -0.31442 Ha
- Energy above the lowest of the compared OMol25 structures with the same formula, charge and spin: 119.3 kcal per mole
- Total charge: 0
- Largest force on an atom: 4.2 eV/A

```
15
Properties=species:S:1:pos:R:3:forces:R:3
C -1.062368 -1.881071 0.567552 1.985 0.427 -1.557
C -0.383634 0.000339 -2.201067 0.487 -0.916 -1.127
C 0.076933 -1.328329 -0.033760 2.802 -1.009 -2.068
C -0.156876 0.079966 -0.702813 -2.005 -0.478 0.327
N -2.097676 -2.156083 0.892764 -3.710 -1.266 1.556
N 1.203195 -1.267751 0.750064 1.450 2.316 -0.653
O 0.874992 0.930700 -0.286347 0.525 0.759 -1.010
H -1.075507 -0.840953 -2.371986 0.135 0.301 0.129
H 0.575800 -0.382333 -2.730054 -1.405 1.068 0.670
H -0.891594 0.898884 -2.657378 1.079 -0.702 0.554
H 0.394806 -2.545414 -1.485741 -0.703 1.801 2.101
H -1.153132 0.427033 -0.268000 1.484 -0.003 -0.195
H 1.689410 -2.042810 1.183184 -0.492 0.120 -0.380
H 1.748812 -0.372233 0.431861 -0.925 -2.689 1.489
H 1.602422 0.891611 -0.941638 -0.707 0.271 0.164
```
Forces are in eV/Å.